## i
A single C7H8O2 molecule, computed with ωB97M-V/def2-TZVPD.

Properties
SMILES string   C[C@H]1OC=C2OC=C[C@H]21
HOMO   -7.67 eV
Orbital gap   8.565 eV

Element x y z (Å)
C 1.7986 -0.8584 -0.6689
C 1.2343 0.0437 0.3368
C 0.1197 2.0528 -0.1369
C -0.9284 1.2564 0.2615
C -2.3877 -0.3507 -0.3487
C -1.3919 -1.0297 0.3428
C -0.2964 -0.0632 0.7286
H 1.4079 -0.5049 -1.5848
H 2.9758 -0.8646 -0.7559
H 1.5410 -1.9106 -0.4794
H 1.6643 -0.2622 1.3023
H 0.0368 2.9868 -0.5973
H -3.3706 -0.6946 -0.7194
H -1.2523 -2.0258 0.5536
H -0.2848 -0.2741 1.9139
O 1.3134 1.4537 0.1570
O -2.1799 1.0453 -0.3052



## ii
2 unconnected molecules or ions with the total composition C7H8O2, computed with ωB97M-V/def2-TZVPD.

Properties
HOMO (spin up / spin down)   -8.01 / -8.24 eV
Orbital gap (spin up / spin down)   8.282 / 8.839 eV

Element x y z (Å)
C -1.2775 -0.5451 -1.1190
C -0.4752 0.5204 -1.1188
C 2.8186 1.5932 -1.2249
C -1.1818 -0.7704 1.2978
C -0.1760 0.4446 1.3678
C -0.6808 -1.4494 -0.0224
C 0.4907 0.2396 0.0427
O 3.0023 2.0183 -2.3347
O 0.7112 -1.1235 -0.0461
H -2.1966 -0.8855 -1.6055
H -0.4777 1.3373 -1.6622
H 3.4043 1.4019 -0.3608
H -1.1878 -1.4299 2.2011
H -2.1129 -0.4777 0.9811
H -0.4459 1.4853 1.6350
H 0.6361 0.1755 2.0334
H -0.8509 -2.5345 -0.0647



## iii
A single C7H8O2 molecule, computed with ωB97M-V/def2-TZVPD.

Properties
SMILES string   C=C[C@@]1(O)C[C@@H]1C=C=O
HOMO   -8.35 eV
Orbital gap   9.043 eV

Element x y z (Å)
C -2.0076 1.7628 -0.1488
C -1.0778 0.6108 0.1549
C -2.9906 2.3193 0.5197
C 1.2778 -1.1029 1.2796
C 1.3888 -0.2531 0.2696
C -0.9668 -0.5598 -0.7867
C 0.2937 0.2317 -0.5847
O -3.8336 2.8875 1.0882
O 0.6659 1.0237 -1.6659
H -1.9246 2.1256 -1.1684
H -1.0568 0.3656 1.2102
H 2.1353 -1.3983 1.8562
H 0.3377 -1.5352 1.5742
H 2.3600 0.1469 0.0057
H -1.0057 -1.5644 -0.3953
H -1.4246 -0.4502 -1.7591
H 1.1208 1.8110 -1.3461



Winner for stability: iii



## i
2 unconnected molecules or ions with the total composition C9H11N3, computed with ωB97M-V/def2-TZVPD.

Properties
HOMO (spin up / spin down)   -8.80 / -8.79 eV
Orbital gap (spin up / spin down)   7.376 / 7.374 eV

Element x y z (Å)
C -2.1391 0.2825 1.1017
C 1.9625 -0.4577 2.5419
C 0.7563 -0.2016 1.9571
C 3.0077 -0.7698 1.6546
C 1.7186 -0.8214 -0.1236
C 0.5790 -0.4314 0.5798
C -0.7683 1.6233 -1.2371
C -2.0869 -0.4683 -2.0656
C -0.8585 0.1290 -1.3240
N -3.0778 0.6134 1.6538
N 2.8939 -0.9675 0.3604
N -0.5776 -0.4295 -0.0635
H 2.1399 -0.1466 3.6535
H -0.0544 0.2260 2.5989
H 3.9942 -0.8127 2.0566
H 1.7010 -1.0979 -1.1847
H -1.6835 2.1060 -0.7666
H -0.0204 1.9804 -0.5366
H -0.6430 2.0545 -2.2777
H -2.9909 -0.4026 -1.5407
H -1.8417 -1.6134 -2.0942
H -1.9507 -0.1849 -3.0836
H -0.0604 -0.2100 -1.8604



## ii
2 unconnected molecules or ions with the total composition C9H11N3, computed with ωB97M-V/def2-TZVPD.

Properties
HOMO (spin up / spin down)   -7.84 / -7.94 eV
Orbital gap (spin up / spin down)   7.538 / 7.709 eV

Element x y z (Å)
C -1.1617 -2.6149 -2.0674
C 0.0583 -2.0194 -1.6541
C -0.6033 3.1995 0.5068
C -2.1223 -2.2899 -1.1506
C 0.2762 2.2639 0.0500
C -0.4850 1.7209 2.0248
C -0.2349 -1.3735 -0.4978
C 2.4016 0.0818 0.3143
C 1.1037 0.1521 1.0414
N -1.0626 2.8491 1.7428
N -1.5380 -1.5175 -0.1851
N 0.3595 1.3020 1.0292
H -1.2993 -3.2090 -2.9503
H 1.0034 -2.0825 -2.1531
H -0.9362 4.1018 0.0352
H -3.1628 -2.5447 -1.1080
H 0.8095 2.1941 -0.8757
H -0.6129 1.1721 2.9379
H 2.7303 -0.9503 0.2455
H 3.1682 0.6521 0.8525
H 2.3244 0.4911 -0.6903
H 0.9859 -0.4473 1.9328
H -2.0021 -1.1315 0.6193



Winner for stability: ii



## i
3 unconnected molecules or ions with the total composition C5H15NOS, computed with ωB97M-V/def2-TZVPD.

Properties
HOMO   -8.83 eV
Orbital gap   7.441 eV

Element x y z (Å)
C 1.4081 0.4359 -0.5720
N 0.3587 0.3857 0.2779
C -0.6726 -0.6353 -0.0069
C -1.7678 -0.4784 1.0247
S -3.1906 -1.5906 0.6671
C -0.0870 -2.0364 -0.1709
C 2.5419 1.4082 -0.1121
H 1.9023 -0.6503 -0.7197
H 1.1322 0.8393 -1.5621
H 2.6340 -1.2179 -0.6132
H -1.3339 -0.4110 -0.8957
H -1.4475 -0.6155 2.0898
H -2.3196 0.4801 1.1477
H -4.0060 -0.7215 0.1669
H -0.8632 -2.8116 -0.2609
H 0.6345 -2.1340 -0.9741
H 0.3893 -2.1885 0.8069
H 3.2540 1.4922 -0.9178
H 1.9378 2.3039 0.0855
H 2.9606 1.2247 0.8618
H -0.7270 1.6208 -0.0577
H -1.3002 3.0610 0.1084
O -1.4380 2.2393 -0.3738



## ii
2 unconnected molecules or ions with the total composition C5H15NOS, computed with ωB97M-V/def2-TZVPD.

Properties
SMILES string   CCCNCCS.O
HOMO   -8.36 eV
Orbital gap   8.908 eV

Element x y z (Å)
C 0.6641 0.8821 -0.8553
N -0.0606 1.0431 -2.1082
C -1.0456 0.0578 -2.5213
C -1.8404 -0.5250 -1.3159
S -3.4057 -1.2991 -1.9701
C 0.3465 1.8092 0.3263
C 0.5328 1.0409 1.6610
H 0.5427 -0.1814 -0.6349
H 1.7413 0.9443 -1.0946
H -0.2546 1.9756 -2.4359
H -0.6048 -0.7654 -3.0968
H -1.8174 0.5008 -3.1461
H -1.2604 -1.1835 -0.6897
H -2.0836 0.3442 -0.6982
H -3.0964 -2.5548 -1.5971
H -0.7008 2.0873 0.1882
H 1.0542 2.6347 0.3678
H -0.3703 0.5376 2.0263
H 1.0549 0.1116 1.4052
H 0.9301 1.7313 2.3953
H 3.6929 -2.5234 4.9413
H 2.5934 -3.2463 4.1843
O 3.3879 -3.4218 4.6684



Winner for stability: ii



## i
A single C13H16N2O5 molecule, computed with ωB97M-V/def2-TZVPD.

Properties
SMILES string   CCOc1cccc(C(=O)NNC(=O)CCC(=O)O)c1
HOMO   -8.83 eV
Orbital gap   9.436 eV

Element x y z (Å)
C 5.0425 2.2717 -0.7965
C 4.5627 1.9513 0.6160
O 3.2155 1.5217 0.6497
C 2.8918 0.2591 0.2675
C 3.7926 -0.7430 -0.0832
C 3.3243 -1.9947 -0.4490
C 1.9723 -2.2681 -0.4669
C 1.0630 -1.2783 -0.0974
C 1.5241 -0.0201 0.2588
H 0.8554 0.7875 0.5129
C -0.3805 -1.6204 -0.1359
O -0.8577 -2.5004 -0.8349
N -1.1692 -0.9178 0.7118
H -0.8968 -0.1243 1.2758
N -2.5430 -1.1351 0.6886
C -3.3848 -0.2348 1.2387
O -2.9750 0.7080 1.8862
C -4.8522 -0.5431 0.9994
H -5.0627 -1.5759 1.2800
H -5.4392 0.1246 1.6312
C -5.2319 -0.3233 -0.4741
C -4.8728 1.0907 -0.8750
O -5.6323 2.0164 -0.9259
O -3.5698 1.1981 -1.1593
H -3.3369 2.1193 -1.3553
H -4.6911 -1.0174 -1.1179
H -6.3052 -0.4624 -0.6010
H -2.7930 -1.8656 0.0311
H 1.5978 -3.2359 -0.7599
H 4.0328 -2.7608 -0.7264
H 4.8561 -0.5643 -0.0800
H 4.5695 2.8599 1.2244
H 5.2169 1.2126 1.0948
H 4.4039 3.0326 -1.2379
H 5.0106 1.3884 -1.4297
H 6.0625 2.6441 -0.7605



## ii
3 unconnected molecules or ions with the total composition C13H16N2O5, computed with ωB97M-V/def2-TZVPD.

Properties
SMILES string   O=C=Nc1ccc2c(c1)C(=O)NC2=O.CCO.CCO
HOMO   -9.33 eV
Orbital gap   7.759 eV

Element x y z (Å)
O 3.7293 -4.3375 2.1575
C 3.1670 -3.8268 1.0288
N 2.4410 -3.3036 -0.0453
C 1.0996 -2.8879 0.5909
C 1.0875 -1.4015 1.3459
C -0.3465 -0.9347 2.0658
C -1.5916 -1.9980 1.9831
C -1.5918 -3.4580 1.2359
C -0.1872 -3.9056 0.5185
C -3.0534 -4.1880 1.3728
O -3.3225 -5.4679 1.1033
N -3.9671 -3.0727 1.9164
C -3.1230 -1.9658 2.5673
O -3.4594 -1.0816 3.5099
H 2.0440 -0.7011 1.3610
H -0.4725 0.0793 2.6361
H -0.1464 -4.9644 -0.0051
H -4.5214 -2.5986 1.1427
C 2.8156 1.9957 -1.2902
C 1.9008 2.3788 -0.1454
O 2.4154 1.8720 1.0772
H 2.9130 0.9072 -1.3572
H 2.4305 2.3752 -2.2408
H 3.8223 2.3963 -1.1324
H 0.9023 1.9580 -0.2960
H 1.8085 3.4661 -0.0637
H 3.2988 2.2580 1.2058
C -0.6332 3.7906 -3.1112
C -1.4960 2.8095 -2.3449
O -1.3565 3.0282 -0.9489
H 0.4186 3.6817 -2.8268
H -0.7259 3.6323 -4.1893
H -0.9203 4.8216 -2.8802
H -1.1913 1.7814 -2.5616
H -2.5508 2.9209 -2.6142
H -1.6374 3.9411 -0.7657



Winner for stability: i



## i
A molecular structure, C26H29FN4O5, computed with ωB97M-V/def2-TZVPD.

Properties
HOMO   -7.77 eV
Orbital gap   7.887 eV

Element x y z (Å)
C -4.1978 -2.4839 -2.2830
C -3.6334 -1.7922 -1.1479
C -3.6871 -0.3873 -0.7860
C -3.1417 -0.5071 0.4775
N -2.7815 -1.8621 0.6797
O -3.2243 -2.5916 -0.1402
N -3.0385 0.4556 1.5113
C -3.2843 1.9076 0.9760
O -4.0149 2.2824 0.0880
C -2.5920 2.7987 2.0899
C -1.2580 3.3636 1.6622
C -0.4315 2.0238 1.6698
O -0.4993 0.9380 2.5585
N 0.7114 1.8387 0.9333
C 0.9732 2.6169 -0.3490
C 0.0989 2.2959 -1.3143
C 0.5648 1.7178 -2.6249
C -0.7114 1.6881 -3.3291
C -1.5655 2.2222 -2.6275
O -1.1974 2.5275 -1.2608
H -2.7808 2.1646 -2.7643
H -0.8946 1.5016 -4.2662
H 1.5172 1.7945 -2.9671
H 0.7617 3.7157 0.2761
H 2.0375 2.6883 -0.7168
C 1.4102 0.4588 0.9361
C 2.7658 0.2685 0.4674
C 3.7975 1.0456 1.2976
C 5.0008 0.8749 1.0296
C 5.4179 0.4580 -0.2952
C 4.4167 0.1754 -1.2942
C 3.0583 0.0222 -0.9451
H 2.3434 -0.2379 -1.4724
H 4.6567 -0.3770 -2.2609
F 6.6348 0.4491 -0.7703
H 5.9100 1.4454 1.6128
H 3.5322 1.2095 2.1570
H 1.2983 0.1675 2.2720
C 0.4590 -0.5511 0.1846
O -0.5266 -0.1510 -0.4977
N 0.9314 -1.9363 0.5757
H 1.4204 -1.9716 1.3461
C 0.1211 -3.0585 -0.1541
C -0.4875 -4.0431 0.9007
H -1.2631 -4.4933 0.3102
C 0.8726 -4.7821 1.4539
H 1.1798 -4.3488 2.4120
H 0.5193 -5.8644 1.7823
C 1.8356 -4.6706 0.2743
H 2.6081 -4.2651 0.7989
H 2.0524 -5.7364 0.0243
C 1.2938 -3.8980 -0.8530
H 0.9697 -4.5315 -1.6253
H 2.1211 -3.4691 -1.2150
H -0.8565 -3.3781 1.7287
H -0.4539 -2.5325 -0.7013
H -1.2630 3.4638 0.5510
H -0.8585 3.9504 2.3393
H -2.5837 2.4994 3.1168
H -3.0713 3.7506 2.4055
H -2.2612 0.3002 2.0297
H -4.2182 0.3534 -1.1731
H -4.9483 -1.8770 -2.9411
H -4.8190 -3.4835 -2.0003
H -3.3871 -2.7577 -3.0066



## ii
A single C26H29FN4O5 molecule, computed with ωB97M-V/def2-TZVPD.

Properties
SMILES string   Cc1cc(NC(=O)CCC(=O)N(Cc2ccc(F)cc2)[C@@H](C(=O)NC2CCCC2)c2ccco2)no1
HOMO   -8.81 eV
Orbital gap   9.414 eV

Element x y z (Å)
C -6.9859 -2.3430 0.1269
C -5.6139 -1.8750 -0.1849
C -4.5621 -2.4757 -0.8110
C -3.5495 -1.4791 -0.7906
N -3.9807 -0.3891 -0.1956
O -5.2651 -0.6285 0.1811
N -2.2707 -1.5300 -1.2871
C -1.6039 -2.6551 -1.6692
O -2.0977 -3.7591 -1.7126
C -0.1466 -2.3798 -2.0155
H 0.2294 -3.2394 -2.5704
C 0.6951 -2.1906 -0.7466
C 0.5260 -0.8134 -0.1368
O -0.1517 0.0594 -0.6674
N 1.1517 -0.5769 1.0305
C 1.9696 -1.5495 1.7206
C 3.2967 -1.8199 1.0454
C 3.9152 -0.8499 0.2651
C 5.1414 -1.1044 -0.3235
C 5.7419 -2.3322 -0.1165
C 5.1483 -3.3131 0.6572
C 3.9201 -3.0479 1.2342
H 3.4429 -3.8050 1.8392
H 5.6421 -4.2614 0.7966
F 6.9385 -2.5856 -0.6860
H 5.6294 -0.3618 -0.9339
H 3.4371 0.1052 0.1006
H 1.4177 -2.4893 1.8348
H 2.1581 -1.1682 2.7290
C 0.9534 0.7402 1.6368
C -0.3135 0.7794 2.4263
C -1.6282 0.5991 2.0952
C -2.3588 0.7377 3.3012
C -1.4420 0.9905 4.2718
O -0.2009 1.0155 3.7561
H -1.5370 1.1651 5.3249
H -3.4200 0.6592 3.4126
H -2.0415 0.3965 1.1272
H 1.7856 0.9205 2.3265
C 1.1054 1.8187 0.5196
O 2.1191 1.8137 -0.1458
N 0.1404 2.7467 0.4918
H -0.7022 2.5266 1.0025
C 0.0028 3.7706 -0.5350
C -0.3415 3.1722 -1.9152
H -0.0310 2.1281 -1.9230
H -1.4096 3.2147 -2.1229
C 0.4912 3.9720 -2.9130
H -0.0030 4.9177 -3.1459
H 0.6553 3.4296 -3.8425
C 1.7824 4.2308 -2.1442
H 2.3916 5.0173 -2.5869
H 2.3666 3.3132 -2.0909
C 1.2902 4.5936 -0.7439
H 2.0300 4.3669 0.0199
H 1.0536 5.6570 -0.6898
H -0.8028 4.4212 -0.1838
H 1.7530 -2.3259 -0.9842
H 0.4202 -2.9519 -0.0129
H -0.0735 -1.4866 -2.6371
H -1.7279 -0.6688 -1.2050
H -4.4855 -3.4579 -1.2223
H -7.7178 -1.7384 -0.4068
H -7.1829 -2.2440 1.1930
H -7.0943 -3.3820 -0.1679



Winner for stability: ii



## i
2 unconnected molecules or ions with the total composition C5H7NO2S2, computed with ωB97M-V/def2-TZVPD.

Properties
HOMO (spin up / spin down)   -9.04 / -8.94 eV
Orbital gap (spin up / spin down)   7.920 / 7.888 eV

Element x y z (Å)
C -1.5747 -0.6945 0.6771
C -2.9557 -0.9347 0.6113
C -2.2092 0.9831 -0.8102
C -1.1309 0.4897 -0.0925
C -0.3070 -1.3337 -1.9209
N 0.3980 1.7923 1.5129
O 0.5999 2.2004 -0.9208
O 1.4561 2.7496 1.6437
S -3.6911 0.0757 -0.5926
S 0.6544 1.0280 -0.0870
H -0.8519 -1.2302 1.2540
H -3.6512 -1.6843 0.9415
H -2.2022 1.8276 -1.3792
H 0.1779 -1.3487 -2.8359
H -1.3831 -1.0054 -2.2761
H 0.6974 1.0843 2.1645
H 1.3600 3.5783 1.0800



## ii
2 unconnected molecules or ions with the total composition C5H7NO2S2, computed with ωB97M-V/def2-TZVPD.

Properties
HOMO (spin up / spin down)   -8.48 / -8.48 eV
Orbital gap (spin up / spin down)   7.371 / 7.370 eV

Element x y z (Å)
C -0.4355 -0.3298 -0.1868
C 0.6814 0.2778 0.0319
C 2.4935 -1.2213 0.0568
C -2.7582 -0.1503 0.3668
C -1.6612 0.3851 -0.5496
N 1.3129 1.4648 0.1633
O 2.2575 1.6295 -0.6473
O 1.0640 2.1929 1.1095
S 1.7741 -2.6215 0.3239
S 3.6989 -0.2099 -0.4691
H -0.4893 -1.3836 -0.3800
H -2.8111 0.5489 1.3561
H -2.4707 -1.1018 0.7282
H -3.7502 -0.2024 0.0006
H -1.5723 1.5330 -0.4262
H -1.8980 0.1304 -1.5748
H 4.5642 -0.9417 0.0968



Winner for stability: ii



## i
2 unconnected molecules or ions with the total composition C4H9OP, computed with ωB97M-V/def2-TZVPD.

Properties
HOMO (spin up / spin down)   -7.67 / -7.68 eV
Orbital gap (spin up / spin down)   7.099 / 7.108 eV

Element x y z (Å)
C -0.7842 0.6768 -0.6644
C -1.3347 1.3851 -1.9302
C -0.6716 1.4710 0.6395
C 1.9194 -2.6230 1.2254
O -0.3414 -0.4149 -0.7447
P 1.4356 -1.3044 2.3303
H -1.0502 0.7986 -2.7581
H -0.6212 2.1579 -2.1223
H -2.4672 1.6198 -1.7826
H -1.0949 2.4466 0.5408
H 0.3201 1.4438 0.9324
H -1.1193 0.9402 1.4310
H 2.7847 -3.2002 1.6890
H 2.0740 -2.1205 0.1604
H 0.9509 -3.2768 1.0536



## ii
A single C4H9OP molecule, computed with ωB97M-V/def2-TZVPD.

Properties
SMILES string   C=C[C@@H](P)OC
HOMO   -8.99 eV
Orbital gap   10.054 eV

Element x y z (Å)
C -1.2829 1.6530 0.1862
C -0.2365 1.0711 0.7162
C -0.8528 -1.8346 0.1874
C 0.6238 0.0183 -0.0306
O 0.3977 -1.2799 0.3532
P 2.5025 0.1881 -0.0482
H -1.7991 2.3381 0.7509
H -1.3681 1.6887 -0.9505
H -0.0289 1.2368 1.7129
H -0.6791 -2.7317 0.6442
H -1.1995 -1.8439 -0.8319
H -1.5920 -1.2086 0.6194
H 0.5526 0.2154 -1.3344
H 2.5503 1.2605 -0.9411
H 2.4122 -0.7712 -1.0339



Winner for stability: ii



## i
2 unconnected molecules or ions with the total composition C4H9OP, computed with ωB97M-V/def2-TZVPD.

Properties
HOMO (spin up / spin down)   -7.80 / -7.80 eV
Orbital gap (spin up / spin down)   7.060 / 7.062 eV

Element x y z (Å)
C -0.2154 -1.1748 0.7065
C 0.0581 0.1861 0.0043
C 0.9528 -0.8797 0.0428
C 0.3371 1.3588 0.9829
O 0.7008 -1.8457 -2.0366
P -0.6128 -1.5252 -2.6469
H -0.1645 -1.1287 1.7764
H -1.1161 -1.7104 0.1743
H -0.6522 0.1845 -0.8619
H 1.9998 -0.9227 0.2896
H 1.4109 1.2152 1.3859
H -0.3809 1.1493 1.9182
H 0.1304 2.2557 0.3555
H -1.5784 -1.0971 -1.6626
H -0.6331 -0.1838 -3.1032



## ii
2 unconnected molecules or ions with the total composition C4H9OP, computed with ωB97M-V/def2-TZVPD.

Properties
HOMO   -8.24 eV
Orbital gap   8.061 eV

Element x y z (Å)
C -0.6239 2.6690 1.2270
C -0.8723 -1.1315 0.4129
C 1.2231 -1.2768 -1.2572
C 0.4304 -0.5846 -0.1965
O -0.2708 1.1262 -1.1327
P -0.9947 2.3443 -0.4109
H -1.1826 3.3714 1.6742
H 0.0688 2.2373 2.0112
H -1.3124 -0.1743 0.7541
H -1.3966 -1.7521 -0.2781
H -0.5646 -1.8556 1.1596
H 1.7676 -2.1903 -0.8167
H 2.0767 -0.8374 -1.7232
H 0.5029 -1.7605 -1.9393
H 1.1482 -0.1853 0.5155



Winner for stability: ii